[1]
{"formula": "C4H13N2O2", "method": "ωB97M-V/def2-TZVPD", "e_homo_ev": -13.875, "energy_ev": -11427.7421, "charge": 1, "e_above_lowest_kj_mol": 167.11, "fmax_ev_per_a": 1.62, "species": ["O", "O", "N", "N", "C", "C", "C", "C", "H", "H", "H", "H", "H", "H", "H", "H", "H", "H", "H", "H", "H"], "xyz": [[-0.886, -1.703, 2.020], [1.942, -0.867, -2.159], [-0.844, 2.302, -1.197], [-1.478, -0.173, -0.086], [0.792, -0.279, 1.035], [0.263, -1.362, 1.991], [0.192, 1.331, -0.823], [-0.288, 0.586, 0.414], [-0.700, 1.290, 1.136], [1.334, -0.842, 0.270], [0.263, 0.616, -1.638], [2.527, -0.250, -2.612], [-1.227, -1.020, -0.595], [1.512, 0.313, 1.595], [1.149, 1.834, -0.715], [-0.727, 3.175, -0.743], [-2.129, -0.459, 0.648], [-0.952, 2.449, -2.189], [1.086, -1.760, 2.608], [2.095, -1.716, -2.595], [-2.000, 0.500, -0.670]]}


[2]
{"formula": "C5H8O2", "method": "ωB97M-V/def2-TZVPD", "smiles": "O[C@H]1C[C@]2(CO2)C1", "e_homo_ev": -10.188, "energy_ev": -9407.5548, "charge": 0, "e_above_lowest_kj_mol": 219.73, "fmax_ev_per_a": 0.37, "species": ["O", "O", "C", "C", "C", "C", "C", "H", "H", "H", "H", "H", "H", "H", "H"], "xyz": [[1.030, 1.119, -1.305], [-2.090, 0.929, 0.590], [0.245, 0.121, 0.933], [-0.773, -0.616, -0.858], [-1.233, -0.185, 0.563], [1.850, -0.048, -1.270], [0.585, 0.006, -0.551], [0.423, 1.093, 1.404], [2.793, 0.071, -0.737], [-1.675, 1.635, 0.075], [1.906, -0.614, -2.201], [0.710, -0.666, 1.535], [-1.727, -0.956, 1.158], [-1.315, -0.145, -1.684], [-0.744, -1.700, -1.008]]}


[3]
{"formula": "C11H12N2O7S2Tc", "method": "ωB97M-V/def2-TZVPD", "e_homo_ev": [-7.781, -8.188], "energy_ev": -52785.0198, "charge": 0, "e_above_lowest_kj_mol": 24.05, "fmax_ev_per_a": 0.47, "spin_multiplicity": 4, "s_squared": 3.774, "species": ["Tc", "S", "S", "O", "O", "O", "O", "O", "O", "O", "N", "N", "C", "C", "C", "C", "C", "C", "C", "C", "C", "C", "C", "H", "H", "H", "H", "H", "H", "H", "H", "H", "H", "H", "H"], "xyz": [[-0.254, -0.064, -0.657], [-1.914, 1.511, -0.746], [-1.767, -1.564, -1.634], [0.543, 0.486, -2.361], [0.909, 1.203, 0.402], [2.340, 0.327, -3.692], [2.248, 2.298, 1.803], [-1.278, -1.025, 3.458], [-0.941, -0.744, 1.296], [1.811, -1.134, 1.693], [2.205, -1.027, -1.876], [1.233, -1.668, -1.068], [-4.058, 1.672, -2.423], [-2.992, -0.487, -2.305], [-4.905, -0.156, -3.730], [1.908, 1.283, 1.241], [-4.977, 1.174, -3.327], [-3.916, -0.981, -3.224], [0.973, -0.997, 2.802], [1.700, -0.014, -2.735], [-3.061, 0.845, -1.906], [-0.482, -0.900, 2.412], [2.680, -0.011, 1.481], [-3.850, -2.015, -3.538], [-2.196, -0.915, 3.157], [1.652, -1.970, -0.193], [0.792, -2.450, -1.548], [-5.744, 1.824, -3.726], [1.203, -0.107, 3.399], [-5.618, -0.548, -4.443], [3.271, -0.251, 0.598], [1.070, -1.862, 3.463], [-4.098, 2.709, -2.113], [3.336, 0.119, 2.341], [2.839, -1.651, -2.356]]}